# 1
ORCA calculation (the ωB97M-V functional and the def2-TZVPD basis) on C15H31IP2Zr as an isolated structure at a distorted geometry.

Structure (XYZ):
```
50
Properties=species:S:1:pos:R:3:forces:R:3
P -2.014448 -1.238290 -0.825021 1.106 -4.699 -5.648
P -1.653020 1.979253 -0.447388 0.944 4.687 -4.856
C -1.858571 -0.110500 -2.376464 -0.849 0.013 0.050
C -0.965210 1.106908 -2.011020 0.546 -0.072 1.199
H -2.862393 0.169446 -2.754245 0.588 0.044 0.229
H -1.374179 -0.745275 -3.146438 -0.321 0.495 0.464
H 0.058548 0.794003 -1.740227 -0.275 -0.125 -0.280
H -0.864035 1.865189 -2.807885 -0.284 -0.367 0.283
C -3.127034 2.679911 -1.289714 -0.582 -0.198 0.343
H -3.567058 3.439537 -0.636255 -0.068 -0.181 -0.122
H -3.851556 1.881145 -1.450246 -0.131 0.276 -0.099
H -2.847043 3.130083 -2.249355 0.172 -0.110 0.249
C -0.801276 3.508971 -0.063173 0.866 0.727 0.153
H -0.820094 4.218760 -0.920865 0.006 -0.589 0.501
H 0.238895 3.334961 0.252775 -0.364 0.144 -0.136
H -1.346159 3.977143 0.778147 0.216 -0.188 -0.336
C -3.314481 -2.550839 -0.580370 -0.808 0.581 0.026
H -2.988397 -3.125217 0.306685 -0.016 0.355 -0.275
H -3.391016 -3.256576 -1.417140 0.148 0.390 0.025
H -4.286453 -2.096390 -0.374369 0.001 -0.273 -0.036
C -0.764952 -2.418817 -1.414924 0.915 -0.365 0.485
H 0.260812 -2.057124 -1.300111 -0.143 0.188 -0.232
H -0.970929 -2.649979 -2.463779 -0.133 0.044 0.201
H -0.840259 -3.335516 -0.833495 -0.005 -0.055 0.011
Zr -2.221666 0.216879 0.930253 -3.316 -0.488 9.006
C 3.683456 0.945176 0.182166 -0.013 -0.188 -0.053
C 2.610912 1.600729 0.654068 -0.036 0.155 -0.513
C 1.494875 1.077571 1.558575 0.070 0.464 0.039
C 1.580518 -0.277301 2.107317 -0.258 -0.162 -0.783
C 2.177834 -2.649810 -0.265617 0.470 -0.598 1.385
C 3.418002 -2.582814 0.163574 -0.755 0.707 -0.395
C 4.304343 -1.437334 -0.325554 0.524 0.121 0.648
C 4.398942 -0.275894 0.708547 -0.287 -0.119 -0.645
C -2.081213 -0.272379 3.118300 0.327 0.070 -0.491
H 4.131654 1.299837 -0.765459 0.090 0.471 0.944
H 2.488569 2.666147 0.377195 -0.216 -0.786 -0.309
H 0.532082 1.082424 0.947675 0.580 0.479 0.335
H 1.460665 1.843746 2.377318 -0.393 -0.526 -0.254
H 2.349051 -0.456839 2.846693 -0.289 -0.555 0.005
H 0.757206 -0.967862 1.869133 0.790 0.099 0.601
H 1.330022 -3.338767 -0.109946 0.643 0.489 0.223
H 3.899327 -3.233094 0.927254 -0.381 -0.187 -0.809
H 3.942276 -1.053012 -1.291249 0.141 -0.300 0.391
H 5.323921 -1.828840 -0.457700 -0.387 -0.058 -0.197
H 4.083441 -0.571925 1.725971 0.160 0.135 -0.611
H 5.470868 -0.017835 0.746581 -0.415 0.155 0.283
H -1.634703 0.548559 3.702880 0.062 -0.239 -0.149
H -1.532396 -1.221969 3.290077 -0.021 0.424 -0.146
H -3.108623 -0.412323 3.484532 0.244 0.027 -0.194
I -4.909055 0.816139 1.262293 1.139 -0.313 -0.511
```
Forces are in eV/Å.

Properties
Charge ... +2
Highest occupied orbital energy (spin up / spin down) ... -12.19 / -12.20 eV
Lowest unoccupied orbital energy (spin up / spin down) ... -8.6 / -8.6 eV
Energy ... -43990.7013 eV
Spin multiplicity ... 1
Energy above the lowest of the compared OMol25 structures with the same formula, charge and spin ... 189.5 kcal/mol

Atomic partial charges in e from the Löwdin method, atoms 1 to 5:
1 P 0.7445
2 P 0.6710
3 C -0.3095
4 C -0.3201
5 H 0.0969

***

# 2
ORCA calculation (the ωB97M-V functional and the def2-TZVPD basis) on a 2-piece molecular cluster, CH9N5 overall at a distorted geometry.

Structure (XYZ):
```
15
Properties=species:S:1:pos:R:3:forces:R:3
C -9.471888 0.921853 -0.525068 -0.105 -0.318 0.268
N -9.333105 -0.003934 0.352045 1.143 1.919 -3.160
N 11.280990 -0.247401 -0.152224 -1.203 -3.954 4.214
N 9.130353 -0.414422 0.526727 1.083 -1.198 1.726
N -8.191500 -0.656400 0.500570 3.220 -3.002 -0.096
N 10.012239 0.054847 -0.180057 -3.414 2.222 -2.401
H -8.645746 0.964632 -1.213698 -0.197 0.589 -0.518
H -10.331273 1.596016 -0.472062 0.367 -0.363 -0.199
H -10.007460 -0.012795 1.031511 -1.909 -0.869 2.652
H 11.888372 0.351268 -0.596596 1.685 1.560 -1.135
H 11.535993 -0.879936 0.737021 -0.420 1.938 -2.708
H 8.157920 -0.088994 0.445084 0.654 0.274 -0.873
H -8.178795 -1.656395 0.809169 -0.975 1.334 0.029
H -7.485629 -0.636085 -0.291247 -1.583 0.709 1.025
H 9.639530 0.707748 -0.971176 1.655 -0.841 1.179
```
Forces are in eV/Å.

Properties
Charge ... +2
Highest occupied orbital energy ... -16.68 eV
Lowest unoccupied orbital energy ... -6.6 eV
Energy ... -8613.6117 eV
Spin multiplicity ... 1
Energy above the lowest of the compared OMol25 structures with the same formula, charge and spin ... 92.4 kcal/mol

Atomic partial charges in e from the Löwdin method, atoms 1 to 5:
1 C 0.1955
2 N -0.0374
3 N 0.1804
4 N 0.2105
5 N 0.0955

***

> The lowest energy above the lowest of the compared OMol25 structures with the same formula, charge and spin belongs to which entry?

CH9N5

***

> Among the records above, which one has the lowest energy above the lowest of the compared OMol25 structures with the same formula, charge and spin?

CH9N5

***

> Which value of charge does entry 1 give?

+2